DFT (ωB97M-V/def2-TZVPD) results for C4H7NO in the gas phase.

Element x y z (Å)
C  -1.283  0.971  0.363
C  -0.100  0.677  -0.506
N  1.202  0.680  0.100
C  0.540  -0.639  -0.546
C  0.555  -1.707  0.532
O  1.668  -2.078  0.833
H  -1.146  0.570  1.373
H  -2.179  0.534  -0.090
H  -1.421  2.049  0.454
H  -0.143  1.105  -1.504
H  1.939  1.045  -0.506
H  0.728  -1.079  -1.561
H  -0.358  -2.127  1.059

Calculated values
Energy above the lowest of the compared OMol25 structures with the same formula, charge and spin = 64.1 kcal/mol
Highest occupied orbital energy = -9.76 eV
E_tot = -7796.8647 eV